A molecular structure, C21H27AsF3MnN4O11PS2 in a non-equilibrium geometry, computed with wB97M-V/def2-TZVPD.

CARTESIAN COORDINATES (ANGSTROEM)
Mn: -0.608 0.203 -0.009
N: 0.536 3.991 2.184
C: 0.818 3.273 1.059
S: 0.518 4.082 -0.437
N: 1.406 2.098 1.154
N: 1.191 1.184 0.179
C: 2.209 0.550 -0.291
C: 1.927 -0.655 -1.043
C: 2.894 -1.389 -1.731
C: 2.517 -2.534 -2.399
C: 1.182 -2.926 -2.374
C: 0.277 -2.147 -1.675
N: 0.637 -1.045 -1.025
H: 0.006 4.820 1.919
H: 0.057 3.420 2.878
H: 3.222 0.865 -0.065
H: 3.922 -1.052 -1.723
H: 3.252 -3.123 -2.935
H: 0.846 -3.819 -2.884
H: -0.779 -2.382 -1.618
O: -4.626 -1.937 -0.787
As: -3.814 -0.423 -0.248
O: -4.689 0.813 -0.860
O: -2.265 -0.769 -0.762
C: -3.870 -0.638 1.676
C: -4.421 -1.817 2.170
C: -4.387 -2.100 3.530
C: -3.787 -1.213 4.406
C: -3.242 -0.032 3.925
C: -3.285 0.260 2.570
S: -2.636 1.897 2.072
O: -1.763 2.247 3.226
O: -0.245 5.383 -0.069
O: -1.848 1.543 0.824
H: -3.893 -2.541 -0.958
H: -4.871 -2.520 1.482
H: -4.812 -3.028 3.896
H: -3.725 -1.447 5.463
H: -2.743 0.673 4.576
C: -2.440 4.529 -2.443
C: -2.569 3.209 -1.714
O: -2.072 2.158 -2.595
P: -0.857 1.194 -2.155
O: -1.095 0.100 -3.347
C: -2.392 -0.383 -3.704
C: -2.741 0.100 -5.097
O: 0.482 1.859 -2.764
C: 0.510 2.406 -4.078
C: 1.552 3.506 -4.108
H: -2.851 5.331 -1.830
H: -2.972 4.491 -3.399
H: -1.390 4.761 -2.622
H: -3.597 2.942 -1.476
H: -2.000 3.217 -0.792
H: -3.141 -0.057 -2.990
H: -2.341 -1.476 -3.670
H: -2.802 1.189 -5.099
H: -3.708 -0.306 -5.401
H: -1.984 -0.215 -5.819
H: -0.478 2.799 -4.334
H: 0.751 1.608 -4.788
H: 1.291 4.291 -3.399
H: 1.622 3.935 -5.111
H: 2.528 3.110 -3.824
F: -1.060 -3.048 3.300
C: 0.049 -2.291 3.448
F: -0.203 -1.417 4.442
F: 1.014 -3.117 3.898
C: 0.438 -1.569 2.121
O: 1.570 -1.758 1.697
O: -0.522 -0.885 1.677

Calculated values
LUMO energy (spin up / spin down) = 4.45 / 4.45 eV
highest occupied orbital energy (spin up / spin down) = -1.29 / -1.28 eV
charge = -2
2S+1 = 2
<S²> = 0.79
DFT total energy = -6687.391381 a.u.
ΔE to the lowest compared entry with this formula, charge and spin = 1.635 eV